(1)
Molecular formula: C23H48BrN4O4
Method: DFT, ωB97M-V with the def2-TZVPD basis set

Computed properties:
Charge = -1
ΔE to the lowest compared entry with this formula, charge and spin = 997.9 kJ/mol

Geometry (Å):
C -6.50 3.64 0.31
C -1.35 -1.07 -0.21
H -1.65 -2.08 -6.14
C -0.43 0.84 -2.69
H 2.76 -0.05 -1.88
C -6.49 1.14 2.36
H 1.40 -0.16 1.73
H -0.09 1.51 -3.60
H -7.07 1.10 1.44
H 4.33 1.49 0.97
H 0.44 2.50 -7.62
C -0.28 0.35 -7.12
H 0.26 -3.03 6.25
N -4.51 0.60 1.05
H -7.03 2.73 0.03
C 0.41 1.79 -6.69
C 1.99 1.63 -6.20
H -4.48 1.22 3.04
C -1.15 -1.70 -1.74
H 4.43 -1.32 4.60
H 2.44 -1.11 0.67
H -3.50 0.75 0.96
H -6.59 0.16 2.84
H 1.21 -1.81 6.71
H -2.53 0.07 -6.91
H 4.40 -3.54 6.40
C 2.25 -3.43 6.09
H 4.24 -1.51 -0.43
C 4.49 0.58 -1.03
H 3.38 1.25 -2.61
Br 2.36 2.83 -4.60
H -0.40 2.63 -1.02
H -3.68 3.13 1.89
H -0.52 0.40 -8.27
H -0.36 -2.63 -4.31
N 3.64 0.34 -2.21
C 2.37 -0.17 1.23
H 0.59 -1.11 -4.91
H 3.44 -3.92 7.84
H 3.16 -0.12 1.99
H -2.36 -3.26 -2.15
C 5.02 -0.76 -0.53
C -0.64 1.48 -1.16
C -0.45 -1.45 -4.51
H 1.58 -3.22 4.06
H 3.62 2.42 -0.33
C -5.02 1.47 2.12
H 2.20 0.54 -5.81
C -0.68 -0.77 -3.04
O -1.40 -3.17 -1.84
H -1.67 -1.75 0.70
H -1.22 0.95 1.23
H 3.59 -0.56 5.99
H -1.82 0.96 -5.40
H 5.36 1.17 -1.35
H 3.63 -2.25 7.33
O 2.42 0.93 0.33
N -1.60 -1.28 -5.48
H 2.07 -4.50 5.99
H -6.60 4.35 -0.52
H -4.88 0.96 0.16
H -5.23 3.61 2.56
C -1.59 0.07 -6.17
N 1.11 -2.83 6.79
H 3.55 0.21 4.41
H 5.51 -0.64 0.45
C 3.55 -0.76 4.92
H 0.55 -0.50 -7.00
C -4.76 2.96 1.81
O 2.34 -1.43 4.59
C -1.09 0.55 0.12
O -5.12 3.36 0.49
C 3.50 -3.27 6.96
H 3.33 -3.22 4.18
H -0.17 2.34 -5.84
C 2.41 -2.85 4.66
H 5.76 -1.16 -1.23
H -6.95 4.08 1.20
H -6.95 1.88 3.03
C 3.74 1.40 0.05

Atomic partial charges in e from the Löwdin method, atoms 1 to 2: atom 1 (C): -0.1122, atom 2 (C): -0.0145

=====

(2)
Molecular formula: C3H11O3
Method: DFT, ωB97M-V with the def2-TZVPD basis set

Computed properties:
⟨S²⟩ = 0.7548
Spin multiplicity = 2
ΔE to the lowest compared entry with this formula, charge and spin = 134.7 kJ/mol

Geometry (Å):
H -0.09 1.09 0.36
H -0.96 0.27 2.42
C -0.39 0.23 -0.17
H 1.80 0.83 -1.48
O -3.06 0.22 -1.38
H 1.02 -1.29 0.52
H -0.61 0.64 -1.18
H 3.10 -0.06 -1.01
H -2.74 -0.28 -2.21
C 0.91 -0.67 -0.35
H -2.25 0.01 -0.19
O -1.52 -0.28 0.52
H -0.08 -0.76 2.77
O -0.24 0.17 3.01
H 0.67 -1.30 -1.20
C 2.12 0.25 -0.65
H 2.32 0.93 0.21

Atomic partial charges in e from the natural (NBO) method, atoms 1 to 2: atom 1 (H): 0.1699, atom 2 (H): 0.4763

=====

(3)
Molecular formula: C3H3F2NO
Method: DFT, ωB97M-V with the def2-TZVPD basis set

Computed properties:
⟨S²⟩ = 2.0132
Spin multiplicity = 3
ΔE to the lowest compared entry with this formula, charge and spin = 394.9 kJ/mol

Geometry (Å):
F 1.11 1.25 -0.45
O -0.10 -0.89 -1.31
N -2.39 0.99 0.30
C 1.00 0.31 0.51
F 2.05 -0.54 0.56
C -0.25 -0.47 0.03
H 0.79 0.70 1.55
H -0.37 -1.30 0.59
H -0.44 -0.48 -2.07
C -1.41 0.44 0.30

Atomic partial charges in e from the natural (NBO) method, atoms 1 to 2: atom 1 (F): -0.3130, atom 2 (O): -0.4905

=====

(4)
Molecular formula: C8H7Br2F
Method: DFT, ωB97M-V with the def2-TZVPD basis set

Computed properties:
Structure (SMILES) = Br/C=C(/Br)c1ccccc1.F
ΔE to the lowest compared entry with this formula, charge and spin = 64.5 kJ/mol

Geometry (Å):
H -1.87 -0.64 -2.02
Br 2.24 -2.50 -0.31
H -0.26 -0.47 2.10
C 0.90 0.45 -0.30
H -1.80 1.01 1.76
C -1.18 0.97 0.89
F 0.21 -1.32 2.36
C 3.07 -0.71 -0.30
Br 3.28 2.01 0.10
C 2.36 0.38 -0.24
H 4.20 -0.86 -0.37
C 0.16 -0.16 -1.32
H 0.52 -0.59 -2.23
H -2.92 0.06 -0.05
H 0.81 1.42 1.58
C -1.23 -0.18 -1.27
C -1.87 0.32 -0.13
C 0.18 1.09 0.78

Atomic partial charges in e from the natural (NBO) method, atoms 1 to 2: atom 1 (H): 0.2218, atom 2 (Br): 0.0340

=====

(5)
Molecular formula: C8H6N3O2
Method: DFT, ωB97M-V with the def2-TZVPD basis set

Computed properties:
Charge = -1
Total energy = -623.1469 a.u.

Geometry (Å):
O -5.71 -1.07 0.63
H -1.06 -2.61 0.47
C 1.53 -0.36 0.35
C 0.98 -1.58 0.58
H 1.44 1.72 -0.12
H -1.97 1.93 0.01
C -0.34 -1.84 0.30
N -4.79 -0.36 0.80
H 2.62 -0.31 0.45
C -1.09 -0.72 -0.10
H -1.52 2.22 -1.64
C -2.52 -0.60 -0.69
C -0.53 0.54 -0.35
C -1.61 1.46 -0.85
C 0.84 0.74 -0.02
N -4.15 0.54 0.99
N -2.75 0.60 -1.15
O -3.33 -1.50 -0.54
H 1.64 -2.44 0.66

Atomic partial charges in e from the natural (NBO) method, atoms 1 to 2: atom 1 (O): -0.3950, atom 2 (H): 0.2387